Below is 3 unconnected molecules or ions with the total composition C30H43Cl4F3NO9PS3 in a non-equilibrium geometry, with properties calculated with wB97M-V/def2-TZVPD.

Each line ends with the Mulliken charge.
Cartesian coordinates (Å):
C 6.1745 -2.2293 2.3822  -1.4250
C 5.9462 -2.4941 0.8709  -0.2985
P 5.9544 -1.0082 -0.2500  -0.2233
C 7.1571 0.1683 0.5246  -0.2191
C 8.1693 0.6450 -0.5587  -1.3804
C 4.1565 -0.3212 -0.2728  3.2931
C 3.2903 -1.5181 -0.7246  -3.5513
O 3.9999 -2.4111 -1.5975  -0.5408
C 3.3304 -3.5419 -1.8643  0.9766
F 3.9986 -4.2125 -2.7878  -0.2994
F 3.2137 -4.3276 -0.7863  -0.2697
F 2.0981 -3.3226 -2.3300  -0.1998
C 3.7117 -0.1003 1.2028  -1.3134
C 2.2013 0.0678 1.4770  -0.7392
C 1.7424 -0.9930 2.4929  -0.5049
C 0.2483 -1.1038 2.5872  -0.2687
O -0.4817 -0.1552 2.5950  -0.5670
N -0.2198 -2.4397 2.7095  -0.1990
C -0.4506 -3.0669 1.4300  -0.0197
C -0.5440 -2.3557 0.2369  0.1610
C -0.8048 -3.0137 -0.9699  -0.4697
C -0.9741 -4.3966 -0.9831  -0.9617
C -0.8473 -5.1167 0.2025  -0.5912
C -0.5853 -4.4587 1.4032  -0.3811
O 4.4869 0.9099 1.8831  -0.4426
S 4.4322 2.3885 1.3179  1.3310
O 5.6625 2.9914 1.7355  -0.6751
O 3.2810 3.1273 1.7121  -0.6115
C 4.6425 2.1804 -0.4769  0.2069
Cl 4.3638 3.6949 -1.3243  -0.0738
C 3.9960 0.9390 -1.2031  0.8000
Cl 5.1256 0.7786 -2.6152  0.0159
C 2.5715 1.2275 -1.6416  -1.0503
Cl 1.6036 2.2993 -0.6728  0.0145
C 1.9590 0.6935 -2.7078  0.9677
C 2.5325 -0.2940 -3.6782  -1.3977
Cl 0.3308 1.0843 -3.0890  -0.1270
H 6.0083 -1.1974 2.6753  0.3468
H 7.1583 -2.5894 2.6680  0.3061
H 5.4651 -2.8360 2.9468  0.4222
H 6.7172 -3.1449 0.4716  0.6714
H 4.9899 -2.9908 0.7286  0.0001
H 6.7366 1.0680 0.9624  0.1738
H 7.7506 -0.2960 1.3075  0.7254
H 8.0013 1.6746 -0.8647  0.2829
H 8.1893 -0.0331 -1.4072  0.3362
H 9.1742 0.6061 -0.1382  0.4298
H 3.0694 -2.0922 0.1774  1.1719
H 2.3286 -1.2171 -1.1285  0.5171
H 3.9761 -1.0290 1.6973  0.6919
H 1.9821 1.0277 1.9326  0.8351
H 1.5771 0.0050 0.5914  -0.4828
H 2.1733 -1.9696 2.2682  0.4141
H 2.1192 -0.7128 3.4788  0.4301
H -1.0850 -2.4393 3.2401  0.3759
H -0.4300 -1.2803 0.2015  0.3057
H -0.8799 -2.4217 -1.8696  0.6144
H -1.2042 -4.8732 -1.9248  0.4472
H -0.9744 -6.1899 0.1942  0.4183
H -0.4929 -5.0498 2.3033  0.4758
H 5.7120 2.0426 -0.5686  0.0202
H 2.8579 0.2250 -4.5787  0.2915
H 1.7284 -0.9573 -3.9932  0.4676
H 3.3336 -0.9131 -3.3030  0.3147
C -5.0876 1.6133 -2.1043  -0.6925
C -5.2790 1.1520 -0.6561  -0.2178
C -4.3826 -0.0794 -0.4458  -0.9476
S -3.0084 0.0990 -1.5858  1.3258
O -3.0703 -0.9608 -2.5637  -0.7985
O -1.7980 0.3609 -0.8462  -0.5015
C -3.5801 1.6132 -2.3470  -0.7858
H -5.5182 2.5972 -2.2734  0.3735
H -5.5756 0.9103 -2.7832  0.2723
H -4.9710 1.9500 0.0234  0.2257
H -6.3086 0.9182 -0.4416  0.1575
H -3.9916 -0.1369 0.5674  0.3999
H -4.9019 -1.0027 -0.6958  0.4297
H -3.3065 1.6150 -3.4000  0.4703
H -3.0962 2.4423 -1.8307  0.3351
C -10.2599 4.2695 1.4197  -0.5883
C -8.9076 4.4228 2.1292  -0.6889
C -8.1024 3.1448 1.8618  -0.5960
S -8.6848 2.5070 0.2842  1.1337
O -9.3292 1.2386 0.5055  -0.6905
O -7.6448 2.6475 -0.7066  -0.6093
C -9.9403 3.7544 0.0201  -0.7312
H -10.8061 5.2105 1.3819  0.3484
H -10.8769 3.5425 1.9519  0.2976
H -8.3775 5.2849 1.7200  0.3086
H -9.0290 4.5913 3.1979  0.3374
H -7.0347 3.3372 1.7910  0.3062
H -8.2918 2.3826 2.6150  0.4103
H -10.7921 3.3073 -0.4867  0.3966
H -9.5022 4.5360 -0.6000  0.3498

Computed properties:
structure (SMILES) = CCP(CC)[C@@]1(COC(F)(F)F)[C@H](CCC(=O)Nc2ccccc2)OS(=O)(=O)[C@H](Cl)[C@]1(Cl)/C(Cl)=C(\C)Cl.O=S1(=O)CCCC1.O=S1(=O)CCCC1
total charge = 0
largest force on an atom = 2.50 eV/Å
HOMO-LUMO gap = 8.39 eV
E_HOMO = -7.974 eV
total energy = -5577.0681 Ha
molar mass = 887.65 g mol⁻¹